#one
{
  "formula": "H8O4",
  "method": "ωB97M-V with the def2-TZVPD basis set",
  "symbols": ["O", "H", "H", "O", "H", "H", "O", "H", "H", "O", "H", "H"],
  "xyz": [[-0.2681, 1.8102, -0.7153], [-0.4601, 2.5252, -1.2913], [0.6079, 1.9742, -0.3163], [1.6799, -2.2918, -0.2293], [2.2739, -1.6338, 0.1707], [0.8699, -1.8098, -0.3043], [-0.8181, -0.7718, -0.5203], [-1.2671, -1.2318, -1.2293], [-0.5931, 0.1772, -0.7683], [-0.9231, 0.3592, 2.0437], [-0.8731, -0.1098, 1.1797], [-0.2291, 1.0032, 1.9807]],
  "charge": 0,
  "multiplicity": 1,
  "homo_ha": -0.399,
  "smiles": "O.O.O.O"
}

---

#two
{
  "formula": "H8O4",
  "method": "ωB97M-V with the def2-TZVPD basis set",
  "symbols": ["O", "H", "H", "O", "H", "H", "O", "H", "H", "O", "H", "H"],
  "xyz": [[-0.9581, -1.0236, -0.6987], [-1.2018, -0.2364, -0.1063], [-1.8396, -1.6477, -0.5856], [1.2517, 0.5720, -1.0117], [0.4755, -0.0079, -1.2821], [1.3382, 0.0557, -0.1743], [-0.9112, 1.1586, 0.4706], [-0.0923, 1.4726, -0.1839], [-1.3292, 2.0124, 0.8424], [0.8737, -0.7905, 1.1765], [0.4154, 0.0207, 1.5367], [0.1856, -1.0020, 0.4596]],
  "charge": 0,
  "multiplicity": 1,
  "homo_ha": -0.406,
  "smiles": "O.O.O.O"
}

---

Preferred: #one; penalty for the next structure: 0.811 eV.

---

#one
{
  "formula": "C6H10O2S2",
  "method": "ωB97M-V with the def2-TZVPD basis set",
  "symbols": ["C", "C", "C", "C", "S", "C", "S", "O", "C", "O", "H", "H", "H", "H", "H", "H", "H", "H", "H", "H"],
  "xyz": [[-3.1259, -0.3679, -0.1584], [-1.8022, 0.3115, 0.2329], [-0.4684, -0.3628, -0.1730], [0.7214, 0.6049, 0.0979], [0.8763, 2.0598, -1.0024], [2.1494, -0.0495, 0.3142], [3.3946, 1.2154, 0.6174], [2.2750, -1.2308, 1.1927], [2.4270, -1.3404, -0.1391], [2.4527, -2.1319, -1.0009], [-3.1370, -1.4355, 0.0849], [-3.3059, -0.5083, -1.1872], [-3.9052, 0.2558, 0.1471], [-1.8802, 1.3168, -0.3244], [-1.7119, 0.3862, 1.3216], [-0.2689, -1.3157, 0.3512], [-0.6071, -0.6204, -1.1968], [0.5122, 1.1600, 1.0036], [1.5201, 1.4512, -1.8962], [3.8840, 0.6015, 1.7148]],
  "charge": 0,
  "multiplicity": 1,
  "homo_ha": -0.350,
  "smiles": "CCC[C@H](S)[C@@]1(S)OC1=O"
}

---

#two
{
  "formula": "C6H10O2S2",
  "method": "ωB97M-V with the def2-TZVPD basis set",
  "symbols": ["C", "C", "C", "C", "C", "C", "O", "O", "S", "S", "H", "H", "H", "H", "H", "H", "H", "H", "H", "H"],
  "xyz": [[3.4394, 0.8638, -0.1856], [-1.0700, -0.3720, 1.7932], [-1.1664, 0.9186, 0.9877], [-0.5097, -1.4126, 0.9381], [1.3787, 0.4606, -0.2374], [1.2963, 0.3837, -1.7776], [4.1360, 0.8573, 0.7437], [1.7322, -2.1253, -0.2805], [0.4005, 1.6919, 0.5689], [1.3779, -1.1479, 0.7116], [3.8763, 0.5472, -1.2568], [-0.3739, -0.4586, 2.7014], [-1.9696, -0.8754, 2.0784], [-1.8022, 0.8024, 0.1852], [-1.5490, 1.7837, 1.5882], [-0.5975, -2.4240, 1.3970], [-0.9731, -1.4514, -0.0815], [2.0049, -0.4539, -2.0468], [1.6885, 1.2748, -2.2572], [0.2755, 0.1083, -2.2382]],
  "charge": 0,
  "multiplicity": 1,
  "homo_ha": -0.320
}

---

Preferred: #one; penalty for the next structure: 1.724 eV.

---

#one
{
  "formula": "CH5BOS",
  "method": "ωB97M-V with the def2-TZVPD basis set",
  "symbols": ["B", "C", "O", "S", "H", "H", "H", "H", "H"],
  "xyz": [[0.7174, -0.3662, 0.2027], [-0.7899, -0.8949, -0.0074], [0.5425, 1.3102, 0.0465], [-2.2238, 0.0155, -0.0344], [1.2351, -0.3543, 1.3306], [-0.8997, -1.8794, -0.4470], [1.3012, -0.6056, -0.7238], [0.4594, 1.3569, -0.8796], [-0.3422, 1.4178, 0.5124]],
  "charge": 0,
  "multiplicity": 1,
  "homo_ha": -0.328
}

---

#two
{
  "formula": "CH5BOS",
  "method": "ωB97M-V with the def2-TZVPD basis set",
  "symbols": ["O", "B", "C", "S", "H", "H", "H", "H", "H"],
  "xyz": [[1.9973, 0.0151, 0.1538], [0.7118, 0.3936, -0.0627], [-0.4010, -0.5743, 0.4440], [-2.2663, 0.3344, 0.1257], [2.6701, 0.5458, -0.2215], [0.4467, 1.3717, -0.7538], [-0.3716, -0.6519, 1.4883], [-0.6626, -1.4875, 0.0049], [-2.1244, 0.0529, -1.1787]],
  "charge": 0,
  "multiplicity": 1,
  "homo_ha": -0.331,
  "smiles": "OBCS"
}

---

Preferred: #two; penalty for the next structure: 1.709 eV.

---

#one
{
  "formula": "C2H9NO",
  "method": "ωB97M-V with the def2-TZVPD basis set",
  "symbols": ["N", "C", "O", "H", "H", "H", "H", "H", "C", "H", "H", "H", "H"],
  "xyz": [[0.5584, 2.0225, 1.1296], [-0.3401, 1.0528, 0.5525], [-1.7238, 1.1991, 0.8969], [0.1394, 2.9439, 1.0914], [0.7194, 1.7948, 2.1136], [-0.2541, 1.1007, -0.5273], [-0.1072, 0.0606, 0.9092], [-1.9681, 2.1122, 1.0620], [0.5924, -2.4531, -1.4314], [-0.2365, -2.4230, -2.1474], [1.2174, -3.2568, -1.8018], [0.2620, -2.6378, -0.4148], [1.1408, -1.5159, -1.4324]],
  "charge": 0,
  "multiplicity": 1,
  "homo_ha": -0.368,
  "smiles": "NCO.C"
}

---

#two
{
  "formula": "C2H9NO",
  "method": "ωB97M-V with the def2-TZVPD basis set",
  "symbols": ["C", "N", "C", "H", "H", "H", "H", "H", "H", "H", "O", "H", "H"],
  "xyz": [[0.1534, -0.9882, -1.0231], [-0.7044, -0.5506, 0.0517], [-1.8303, 0.3600, -0.1587], [0.6312, -0.0906, -1.4393], [-0.4789, -1.4993, -1.7677], [0.9118, -1.6809, -0.6475], [-0.1552, -0.1924, 0.8206], [-2.2079, 0.6973, 0.8016], [-1.4721, 1.1953, -0.8147], [-2.5838, -0.2103, -0.7042], [2.4926, 1.1942, 1.2560], [2.6009, 0.2656, 1.4644], [2.6427, 1.5001, 2.1610]],
  "charge": 0,
  "multiplicity": 1,
  "homo_ha": -0.302,
  "smiles": "CNC.O"
}

---

#three
{
  "formula": "C2H9NO",
  "method": "ωB97M-V with the def2-TZVPD basis set",
  "symbols": ["H", "H", "C", "C", "O", "H", "H", "H", "H", "N", "H", "H", "H"],
  "xyz": [[2.9251, -5.4356, -0.4221], [2.9420, -4.7549, -0.5603], [-0.3921, 1.7964, 1.4507], [0.1440, 0.5171, 1.9118], [0.0325, 1.7621, 2.8070], [-1.4500, 2.0524, 1.3705], [0.2088, 2.3101, 0.7103], [-0.6465, -0.2052, 2.2510], [1.1834, 0.1924, 2.1495], [-1.4420, 0.5751, -2.8092], [-0.7594, 1.0669, -3.4135], [-1.8339, -0.2581, -3.3814], [-0.9119, 0.3814, -2.0644]],
  "charge": 0,
  "multiplicity": 1,
  "homo_ha": -0.374,
  "smiles": "[H][H].C1CO1.N"
}

---

#four
{
  "formula": "C2H9NO",
  "method": "ωB97M-V with the def2-TZVPD basis set",
  "symbols": ["H", "H", "C", "C", "O", "H", "H", "H", "H", "N", "H", "H", "H"],
  "xyz": [[-3.3823, 7.0765, -3.5909], [-3.9330, 6.6387, -3.3449], [1.3035, -0.6195, 0.4549], [0.9868, -0.1588, -0.9016], [0.6683, -1.4751, -0.4861], [0.7107, -0.4237, 1.3336], [2.3504, -0.8196, 0.6557], [0.0848, 0.4443, -0.9855], [1.7579, 0.1864, -1.5820], [-1.6809, 0.4013, 1.3435], [-1.4035, 0.4357, 2.3178], [-0.7953, 0.3618, 0.8479], [-2.2084, -0.4410, 1.1554]],
  "charge": 0,
  "multiplicity": 1,
  "homo_ha": -0.371,
  "smiles": "[H][H].C1CO1.N"
}

---

Preferred: #one; penalty for the next structure: 0.319 eV.